The following is a quantum chemistry calculation of a cluster of 6 separate species, C48H107N5O in total in a non-equilibrium geometry, from OMol25.

Calculated values
Net charge: +4
Kohn-Sham gap: 4.08 eV

XYZ file:
```
161
Properties=species:S:1:pos:R:3:forces:R:3:lowdin_charge:R:1
C 0.365 2.570 2.895 0.33 -0.08 0.75 -0.105
C 0.897 1.344 2.171 0.71 -1.38 -1.82 -0.734
C 0.307 0.034 2.747 -0.98 0.80 0.80 -0.121
O 0.878 1.402 0.793 -0.73 0.21 0.18 -0.419
H -0.714 2.695 2.807 -0.04 0.18 -0.53 0.062
H 0.944 3.448 2.610 -0.37 0.13 -0.45 0.059
H 0.533 2.511 3.971 0.10 -0.28 0.33 0.055
H 1.947 1.184 2.418 0.98 0.56 0.83 0.077
H 0.642 -0.906 2.307 0.16 0.25 -0.34 0.043
H -0.781 0.101 2.728 -0.37 -0.29 -0.43 0.050
H 0.507 0.014 3.819 0.32 -0.21 0.31 0.048
C -7.056 -0.188 4.615 0.08 0.99 -0.65 -0.113
C -8.249 -0.246 5.505 -0.53 -0.53 -0.07 -0.273
C -9.299 -1.211 4.960 -0.49 -0.04 -1.22 -0.175
C -10.101 -0.652 3.704 -0.51 -0.50 2.05 -0.095
N -11.301 -1.537 3.228 0.70 0.77 0.27 -0.224
C -12.180 -0.669 2.251 0.96 -1.20 0.36 -0.083
C -13.529 -1.366 2.285 -0.41 0.45 0.08 -0.136
C -13.667 -2.069 3.678 0.17 0.90 -0.46 -0.125
C -12.331 -1.904 4.371 1.59 -0.67 -1.19 -0.074
C -10.678 -2.755 2.511 -0.83 0.48 1.11 0.038
H -6.431 0.626 4.981 0.63 -0.47 -0.06 0.087
H -7.406 0.173 3.648 0.21 -0.11 -0.37 0.065
H -6.561 -1.148 4.469 0.23 0.19 0.23 0.085
H -8.649 0.764 5.589 -0.16 -0.02 0.39 0.118
H -7.966 -0.641 6.480 -0.09 0.34 0.17 0.120
H -9.968 -1.433 5.792 -0.34 -0.22 -0.33 0.110
H -8.760 -2.109 4.658 -0.17 -0.30 0.17 0.106
H -9.481 -0.418 2.839 -0.09 -0.24 0.05 0.121
H -10.528 0.272 4.096 -0.29 0.11 -0.42 0.124
H -11.651 -0.750 1.301 -0.27 0.11 -0.12 0.128
H -12.178 0.383 2.535 0.08 -0.25 0.50 0.133
H -13.563 -1.996 1.396 -0.34 -0.50 0.44 0.115
H -14.353 -0.659 2.189 0.18 0.10 -0.23 0.122
H -13.986 -3.105 3.564 0.12 0.12 0.20 0.123
H -14.342 -1.531 4.344 -0.57 -0.23 -0.46 0.124
H -12.073 -2.862 4.823 0.59 0.30 0.15 0.132
H -12.222 -1.088 5.087 -0.38 -0.10 -0.08 0.133
H -10.281 -3.432 3.267 0.11 0.28 0.13 0.100
H -9.858 -2.383 1.897 -0.37 -0.18 -0.23 0.104
H -11.450 -3.332 2.002 0.07 0.40 -0.35 0.109
C 1.327 10.085 -1.206 0.90 -1.49 0.37 -0.070
C 0.942 8.566 -1.192 -0.10 0.99 2.16 -0.284
C 0.073 8.217 -2.330 -0.17 -1.82 -0.65 -0.202
C -0.455 6.721 -2.205 -0.48 0.21 -0.46 -0.073
N -0.964 6.071 -3.488 -0.96 0.26 -1.75 -0.246
C -2.107 5.070 -3.215 0.27 -0.23 0.16 -0.112
C -2.784 4.876 -4.561 0.02 0.62 0.28 -0.149
C -2.881 6.354 -5.081 0.38 -0.46 0.28 -0.103
C -1.693 7.120 -4.403 -0.03 -0.79 0.44 -0.066
C 0.133 5.478 -4.410 -0.58 0.42 2.09 0.049
H 0.465 10.709 -1.442 0.15 -0.02 0.04 0.080
H 2.170 10.274 -1.871 -0.27 0.13 -0.36 0.073
H 1.724 10.311 -0.217 -0.28 0.31 0.02 0.076
H 0.411 8.420 -0.252 -0.51 0.07 0.12 0.112
H 1.727 7.827 -1.034 0.68 0.42 -0.56 0.114
H 0.721 8.388 -3.190 -0.40 -0.31 -0.62 0.121
H -0.759 8.920 -2.365 -0.07 -0.19 -0.15 0.115
H -1.334 6.678 -1.562 -0.03 0.51 0.07 0.128
H 0.170 5.950 -1.754 0.77 0.47 -0.07 0.139
H -1.840 4.148 -2.700 0.96 -0.03 -0.35 0.140
H -2.758 5.512 -2.460 -0.17 0.59 -0.40 0.134
H -2.219 4.204 -5.207 0.36 0.32 -0.09 0.105
H -3.719 4.326 -4.451 -0.28 0.53 0.13 0.122
H -2.822 6.393 -6.169 0.07 0.11 0.11 0.116
H -3.830 6.804 -4.790 0.08 -0.07 0.04 0.119
H -0.959 7.493 -5.117 -0.08 -0.03 0.12 0.127
H -1.942 7.938 -3.727 -0.51 -0.17 -0.36 0.115
H 0.466 4.578 -3.894 0.08 -0.14 -0.41 0.108
H 0.929 6.222 -4.378 -0.02 -0.12 -0.37 0.103
H -0.275 5.315 -5.408 0.17 -0.03 0.28 0.104
C -3.963 -4.847 0.556 -0.84 -0.67 0.09 -0.098
C -3.137 -3.873 -0.258 1.21 0.71 2.10 -0.288
C -2.885 -4.149 -1.696 -0.19 -0.26 -1.09 -0.203
C -1.751 -3.244 -2.263 -2.18 0.33 -0.75 -0.089
N -1.487 -3.358 -3.806 -1.00 -0.15 1.90 -0.248
C -0.543 -2.205 -4.204 0.11 -2.04 0.43 -0.066
C 0.204 -2.815 -5.408 0.20 0.82 0.10 -0.138
C 0.159 -4.322 -5.242 -0.77 -1.83 -1.21 -0.159
C -0.753 -4.691 -4.095 -0.47 1.66 0.82 -0.073
C -2.832 -3.222 -4.571 1.36 -0.39 -0.03 0.047
H -5.029 -4.855 0.325 -0.08 0.16 -0.63 0.073
H -4.009 -4.609 1.618 0.62 0.18 0.01 0.079
H -3.656 -5.889 0.466 0.27 0.03 -0.03 0.079
H -2.142 -3.811 0.182 0.19 -0.20 0.54 0.110
H -3.516 -2.876 -0.034 -0.20 0.23 -0.59 0.122
H -3.858 -3.962 -2.150 0.22 -0.05 -0.80 0.115
H -2.658 -5.210 -1.808 0.09 -0.10 -0.14 0.122
H -0.835 -3.300 -1.674 0.13 -0.19 -0.45 0.136
H -2.173 -2.242 -2.178 0.42 0.28 0.20 0.131
H -1.159 -1.311 -4.305 0.35 -0.05 -0.28 0.136
H 0.117 -2.136 -3.339 0.04 0.42 -0.10 0.131
H -0.250 -2.450 -6.329 0.15 -0.28 -0.09 0.119
H 1.271 -2.594 -5.426 -0.24 0.79 0.03 0.119
H -0.256 -4.815 -6.121 0.13 0.24 -0.33 0.124
H 1.135 -4.794 -5.131 0.00 0.28 0.20 0.124
H -1.550 -5.429 -4.187 0.40 -0.15 -0.48 0.137
H -0.151 -4.932 -3.218 -0.29 0.10 0.19 0.132
H -3.304 -2.276 -4.303 0.13 -0.14 0.10 0.111
H -3.497 -4.068 -4.394 0.26 0.11 0.30 0.103
H -2.576 -3.230 -5.630 -0.03 0.14 0.01 0.109
C 8.153 -2.550 -3.274 0.36 -2.03 -0.39 -0.115
C 7.357 -1.302 -3.287 -1.17 1.85 0.96 -0.278
C 7.754 -0.380 -2.090 -0.08 1.47 -1.85 -0.157
C 6.845 0.912 -1.838 1.20 -0.18 0.68 -0.064
N 7.317 2.284 -2.490 0.76 -1.60 0.06 -0.220
C 8.624 2.749 -1.841 -0.29 -0.08 0.39 -0.104
C 8.191 3.715 -0.749 1.25 -0.32 -0.48 -0.162
C 7.142 4.502 -1.473 -0.33 0.40 1.26 -0.166
C 6.304 3.442 -2.174 0.87 0.12 -0.85 -0.052
C 7.546 2.011 -4.005 -1.10 0.09 1.58 0.043
H 8.123 -3.111 -2.340 -0.25 0.27 0.31 0.077
H 9.218 -2.489 -3.500 0.05 0.79 0.03 0.090
H 7.828 -3.284 -4.012 -0.35 0.12 -0.17 0.082
H 6.272 -1.349 -3.192 -0.27 -1.29 0.33 0.104
H 7.336 -0.799 -4.253 0.98 0.26 -0.08 0.097
H 8.755 -0.030 -2.343 0.26 0.16 0.35 0.098
H 7.875 -0.961 -1.176 -0.41 0.12 0.02 0.115
H 6.916 1.067 -0.762 -0.02 0.47 0.00 0.118
H 5.778 0.774 -2.012 0.11 0.04 -0.59 0.126
H 9.148 3.308 -2.616 0.19 -0.18 0.07 0.138
H 9.212 1.908 -1.475 -0.10 -0.03 -0.36 0.131
H 9.037 4.345 -0.474 -0.01 -0.08 0.16 0.135
H 7.836 3.211 0.150 -0.14 -0.03 -0.07 0.126
H 7.603 5.235 -2.135 -0.09 -0.24 -0.28 0.130
H 6.641 5.076 -0.693 -0.71 0.02 -0.42 0.131
H 5.995 3.852 -3.135 -0.52 -0.47 0.08 0.126
H 5.494 3.042 -1.564 0.07 0.01 -0.22 0.136
H 8.317 1.262 -4.187 0.04 0.16 0.48 0.099
H 7.810 2.938 -4.514 -0.37 -0.07 0.05 0.111
H 6.574 1.571 -4.229 0.16 0.32 -0.98 0.104
C 5.837 0.171 4.943 0.31 -0.63 0.09 -0.092
C 5.511 -1.233 5.497 -1.08 1.12 0.96 -0.268
C 6.008 -2.379 4.691 -0.21 -3.05 -0.81 -0.160
C 5.382 -3.880 4.941 0.10 0.39 -1.92 -0.023
N 5.586 -4.814 3.701 1.04 -0.40 -1.54 -0.261
C 4.890 -4.372 2.381 -0.09 0.43 1.58 -0.105
C 4.550 -5.629 1.586 -0.71 0.10 0.30 -0.155
C 4.808 -6.823 2.510 0.54 0.79 0.87 -0.132
C 4.835 -6.165 3.930 0.49 -0.12 -1.02 -0.059
C 7.055 -4.948 3.290 -0.30 -0.63 1.46 0.029
H 5.453 0.959 5.591 0.24 -0.22 0.31 0.081
H 5.332 0.369 3.998 0.30 -0.28 -0.29 0.070
H 6.924 0.226 4.873 -0.01 0.54 -0.29 0.075
H 4.421 -1.238 5.509 -0.17 -0.46 0.24 0.114
H 5.848 -1.277 6.533 -0.01 -0.14 0.03 0.119
H 7.076 -2.590 4.731 0.18 0.65 0.23 0.107
H 5.773 -2.153 3.650 0.00 -0.10 -0.25 0.100
H 4.294 -3.938 4.967 -0.02 0.64 0.67 0.116
H 5.809 -4.535 5.700 0.07 0.77 0.52 0.131
H 5.458 -3.656 1.788 0.20 0.04 0.55 0.129
H 4.050 -3.881 2.872 -0.56 0.14 -1.02 0.129
H 5.113 -5.738 0.659 -0.14 0.26 0.04 0.120
H 3.486 -5.515 1.380 0.04 -0.35 -0.42 0.119
H 5.804 -7.197 2.271 -0.13 -0.36 0.21 0.104
H 4.100 -7.645 2.398 0.01 0.19 0.23 0.127
H 5.268 -6.786 4.714 0.37 0.30 -0.09 0.140
H 3.827 -5.897 4.247 0.03 0.16 -0.04 0.132
H 7.652 -5.336 4.115 -0.22 -0.15 0.21 0.114
H 7.463 -3.956 3.098 -0.33 -0.22 -0.51 0.098
H 7.127 -5.683 2.488 0.06 0.56 -0.17 0.100
```
Positions in Å, forces in eV/Å.